# 1
The following is a quantum chemistry calculation of an isolated ion of composition C3H2ClF2OS and charge -1 at a distorted geometry, from the OMol25 dataset.

Output
Kohn-Sham gap: 7.67 eV
E: -1248.918049 hartree
Total charge: -1
LUMO level: 3.61 eV
SMILES: [O-]C(=S)[C@H](Cl)C(F)F

Structure (XYZ):
```
10
Properties=species:S:1:pos:R:3:forces:R:3:lowdin_charge:R:1
C 1.6185 -0.2509 0.0544 -2.17 0.21 -0.68 -1.028
C -0.1361 -0.3227 0.5232 3.56 -2.33 0.81 -0.591
C -0.9147 0.4479 -0.4356 -2.84 2.24 -0.30 -0.455
O 2.2269 -1.2222 -0.2794 -0.28 -1.36 0.51 -0.088
F -2.1401 0.8380 0.1464 -0.66 -0.47 0.52 -0.053
F -1.3604 -0.2091 -1.5838 1.40 0.39 1.00 0.002
S 2.0500 1.3404 -0.0755 0.49 1.63 0.43 0.477
Cl -0.6835 -2.0394 0.6579 -0.09 0.09 -0.34 0.541
H -0.0869 -0.0715 1.6034 -0.44 0.91 -1.23 0.085
H -0.5738 1.4894 -0.6109 1.02 -1.30 -0.70 0.111
```
Positions in Å, forces in eV/Å.

=====

# 2
The following is a quantum chemistry calculation of one molecule with the formula C4H5FS2 at a distorted geometry, from the OMol25 dataset.

Output
Kohn-Sham gap: 7.17 eV
E: -1051.478231 hartree
Total charge: 0
LUMO level: -1.80 eV
SMILES: F/C=C\C(=S)CS

Structure (XYZ):
```
12
Properties=species:S:1:pos:R:3:forces:R:3:lowdin_charge:R:1
C 0.2369 1.4057 0.0365 2.93 -5.81 1.58 -0.587
C -0.9411 0.6300 -0.1989 -3.89 0.74 -4.76 -0.756
C -0.9404 -0.7905 0.0817 1.05 -4.34 0.55 -0.168
C 0.1122 -1.6821 0.3539 -0.31 -0.21 1.51 0.034
H 2.1118 0.0941 -0.7387 0.23 -1.21 0.14 -0.201
H 0.3760 0.8586 1.0007 1.14 1.72 0.45 0.105
H -0.0562 2.3304 0.0548 -1.00 5.40 0.58 -0.017
H -1.8804 -1.4981 0.0467 1.56 2.09 0.06 0.141
H -0.2275 -2.8606 0.8622 1.94 3.87 -2.01 0.202
F 1.6333 -1.2996 0.4019 -4.88 -1.68 0.29 -0.185
S 1.8376 1.3452 -0.8817 -1.04 1.69 -0.49 0.775
S -2.2623 1.4670 -1.0192 2.28 -2.26 2.09 0.657
```
Positions in Å, forces in eV/Å.

=====

# 3
The following is a quantum chemistry calculation of C11H23BiBrNO2P2 as an isolated structure at a distorted geometry, from the OMol25 dataset.

Output
Kohn-Sham gap: 5.70 eV
E: -4108.832534 hartree
Total charge: +2
LUMO level: -8.78 eV

Structure (XYZ):
```
41
Properties=species:S:1:pos:R:3:forces:R:3:lowdin_charge:R:1
Bi -0.8842 -0.7037 0.3629 -1.74 -4.01 -0.74 0.900
P -2.6071 0.4597 -0.6205 -4.01 4.67 -2.50 0.675
C -1.6346 2.0004 -1.1297 -0.07 -0.66 1.59 -0.228
C -0.5085 2.3105 -0.1517 -0.16 0.14 -0.07 -0.280
N -0.0381 1.2676 0.5834 1.52 3.62 0.37 -0.172
C 0.9861 1.4919 1.4480 0.20 -0.02 0.12 -0.287
C 1.5685 2.7525 1.6062 -0.72 -0.25 -0.63 0.031
C 1.0832 3.8150 0.8390 -0.23 -0.52 -0.06 0.022
C 0.0317 3.5956 -0.0547 0.25 -0.79 0.51 0.032
C 1.4404 0.3010 2.2814 -0.67 -0.18 -0.83 -0.234
P 1.0317 -1.3450 1.4413 5.90 -0.30 3.51 0.661
H -0.3522 4.4022 -0.6619 -0.10 -0.04 -0.04 0.137
H 2.3754 2.9062 2.3073 0.03 -0.12 0.04 0.136
H 1.5172 4.7995 0.9361 0.03 0.05 0.01 0.134
H 2.5094 0.3551 2.4876 -0.01 -0.12 -0.12 0.112
H 0.9190 0.3419 3.2377 -0.12 -0.17 0.11 0.113
H -1.2004 1.8192 -2.0815 0.39 -0.36 -1.08 0.098
H -2.3113 2.8482 -1.2336 -0.11 -0.09 0.14 0.116
H 1.4562 -1.5420 -3.7901 0.12 1.97 -2.48 0.074
O 1.3848 -0.8433 -4.5559 1.27 -1.39 2.04 -0.135
H 2.3197 -0.6013 -4.8045 -1.41 -0.60 0.48 0.058
H 2.1844 -4.5105 -1.1514 0.99 -0.87 -1.95 0.037
O 2.6515 -4.6986 -2.0293 -0.52 -0.87 1.92 -0.113
H 2.9213 -5.6642 -1.9919 -0.54 1.71 0.04 0.078
C 2.6325 -1.6628 0.5016 -1.09 0.00 -0.34 -0.177
H 3.4897 -1.6108 1.1727 -0.24 0.01 0.32 0.072
H 2.6091 -2.6519 0.0441 -0.02 0.06 -0.03 0.036
H 2.7598 -0.9155 -0.2824 -0.11 -0.02 -0.02 0.062
C 1.1887 -2.5449 2.8834 -1.12 0.11 -0.68 -0.170
H 1.0993 -3.5713 2.5261 -0.06 0.07 -0.08 0.062
H 2.1547 -2.4293 3.3748 0.15 0.35 -0.36 0.075
H 0.4020 -2.3592 3.6147 -0.07 0.02 -0.11 0.065
C -3.9404 1.2022 0.4796 0.67 -0.80 0.04 -0.189
H -4.4636 2.0040 -0.0412 0.16 -0.07 -0.31 0.068
H -4.6641 0.4361 0.7584 0.06 -0.06 0.00 0.065
H -3.4915 1.6082 1.3863 0.08 -0.08 -0.01 0.057
C -3.5330 0.0778 -2.2133 0.83 -0.94 0.53 -0.161
H -4.2354 -0.7401 -2.0531 0.07 -0.01 0.09 0.065
H -4.0846 0.9542 -2.5536 0.14 0.28 0.45 0.076
H -2.8276 -0.2109 -2.9934 0.06 -0.06 0.10 0.067
Br -1.9396 -3.1438 0.1209 0.18 0.36 0.05 -0.041
```
Positions in Å, forces in eV/Å.

=====

# 4
The following is a quantum chemistry calculation of C19H34As2NO2S3Y as an isolated structure, from the OMol25 dataset.

Output
Kohn-Sham gap: 8.76 eV
E: -6653.725784 hartree
Total charge: +2
LUMO level: -5.68 eV

Structure (XYZ):
```
62
Properties=species:S:1:pos:R:3:forces:R:3:lowdin_charge:R:1
Y -0.2481 -0.3038 -0.3757 -0.29 0.82 -0.38 0.912
C -2.5754 1.2206 2.2283 0.08 -0.01 -0.03 -0.484
C -3.6264 1.0590 1.1400 0.07 -0.05 -0.06 -0.460
S -3.1222 -0.0816 -0.1913 -0.03 0.12 0.04 0.862
C -3.4931 0.8516 -1.7089 0.02 -0.02 0.03 -0.474
C -2.8173 2.2069 -1.8588 0.04 -0.04 0.03 -0.448
S -0.9966 2.1587 -1.7229 -0.07 0.15 0.15 0.872
C -0.6443 3.4807 -0.5180 0.01 -0.06 -0.06 -0.485
C -1.2707 3.3403 0.8605 -0.01 -0.10 0.00 -0.466
S -0.9182 1.7464 1.6795 -0.12 0.01 0.00 0.825
H -2.9297 1.9290 2.9778 0.03 0.01 0.00 0.101
H -2.3950 0.2745 2.7425 0.00 0.02 -0.01 0.053
H -4.5371 0.6701 1.5955 0.00 -0.03 -0.03 0.097
H -3.8857 2.0165 0.6922 0.00 -0.01 -0.02 0.071
H -3.1911 0.1711 -2.5048 -0.01 0.00 0.01 0.074
H -4.5737 0.9820 -1.7751 0.00 -0.03 0.01 0.102
H -3.0592 2.6070 -2.8433 0.02 0.00 0.00 0.097
H -3.1843 2.9248 -1.1271 0.02 0.00 0.01 0.074
H 0.4455 3.4963 -0.4488 -0.01 0.00 -0.01 0.082
H -0.9427 4.4373 -0.9487 0.01 -0.03 -0.05 0.100
H -0.8892 4.1356 1.5003 0.01 -0.02 0.01 0.096
H -2.3517 3.4607 0.8195 0.01 -0.02 0.00 0.072
C 1.9232 0.1212 3.1925 0.04 0.00 -0.04 -0.280
As 2.1079 -0.5280 1.3596 0.58 -0.01 0.36 1.082
C 3.9492 0.0059 0.9764 -0.10 -0.04 0.03 -0.280
C 2.2235 -2.4502 1.6145 0.01 -0.06 0.05 -0.423
C 3.4525 -3.1008 1.6471 0.03 0.09 0.00 -0.089
C 3.5189 -4.4707 1.8534 0.00 -0.03 0.01 -0.045
C 2.3573 -5.2025 2.0391 0.02 0.01 0.00 -0.043
C 1.1276 -4.5628 2.0068 -0.06 0.00 -0.01 -0.086
C 1.0492 -3.1924 1.7860 0.05 0.00 0.06 -0.423
As -0.6775 -2.3149 1.7100 -0.26 -0.38 0.42 1.098
C -1.2745 -2.3249 3.5780 0.07 0.02 -0.11 -0.255
C -1.8411 -3.6632 0.9248 0.04 -0.01 0.05 -0.261
H 2.6363 -0.3838 3.8428 0.00 -0.02 -0.07 0.051
H 0.9120 -0.0601 3.5546 0.03 -0.01 -0.02 -0.005
H 2.1095 1.1945 3.2142 -0.02 -0.01 -0.02 0.034
H 4.6123 -0.3058 1.7830 -0.07 -0.02 0.00 0.042
H 3.9939 1.0921 0.9003 -0.06 -0.02 -0.01 0.034
H 4.2991 -0.4311 0.0418 -0.04 -0.01 0.01 0.031
H 4.3748 -2.5494 1.5156 -0.02 0.00 0.00 0.095
H 4.4813 -4.9634 1.8748 0.01 -0.01 0.00 0.120
H 2.4061 -6.2697 2.2065 0.00 -0.01 0.00 0.121
H 0.2279 -5.1491 2.1486 0.01 0.01 0.00 0.102
H -1.1327 -3.3191 4.0013 0.03 0.00 -0.10 0.045
H -2.3335 -2.0729 3.6350 0.01 0.01 -0.06 0.032
H -0.7016 -1.6131 4.1703 0.00 0.00 -0.04 0.020
H -1.8469 -4.5738 1.5219 0.04 0.04 0.01 0.038
H -1.4827 -3.8832 -0.0791 -0.02 -0.01 0.01 0.035
H -2.8584 -3.2762 0.8756 0.04 0.04 -0.02 0.029
N 1.6875 0.1594 -2.1560 -0.02 -0.06 0.19 -0.039
C 1.3513 -0.2167 -3.5601 -0.02 -0.02 -0.16 -0.198
C 0.8402 -1.6701 -3.6220 -0.08 0.03 0.22 -0.056
C -0.0321 -1.7585 -2.4033 0.26 -0.12 -0.20 -0.643
O -1.0687 -1.0276 -2.3426 -0.35 0.03 -0.21 -0.135
O 0.4158 -2.2579 -1.3271 0.08 -0.24 -0.02 -0.111
H 2.0741 1.0994 -2.1603 0.00 0.01 -0.03 0.097
H 2.4469 -0.4444 -1.8441 0.01 0.04 0.01 0.084
H 2.2110 -0.0980 -4.2199 -0.02 0.03 0.02 0.130
H 0.5607 0.4550 -3.8918 0.03 -0.01 -0.01 0.109
H 1.6507 -2.3934 -3.5629 0.00 0.00 0.03 0.132
H 0.2755 -1.8211 -4.5391 -0.01 0.00 0.00 0.139
```
Positions in Å, forces in eV/Å.

=====

# 5
The following is a quantum chemistry calculation of C13H16Cl3NO5PSV as an isolated structure at a distorted geometry, from the OMol25 dataset.

Output
Kohn-Sham gap (alpha / beta): 5.93 / 7.26 eV
E: -4000.172244 hartree
Total charge: -1
Multiplicity: 4
LUMO level (alpha / beta): 2.61 / 2.61 eV

Structure (XYZ):
```
41
Properties=species:S:1:pos:R:3:forces:R:3:lowdin_charge:R:1
V -1.3699 0.3843 0.1572 -1.46 1.30 0.51 0.182
Cl -4.0657 0.8328 -1.3709 -0.96 0.29 -0.21 0.420
C -2.5740 -0.1572 -1.4122 0.05 -0.51 -0.46 -0.739
H -2.1831 -0.0658 -2.4293 -0.03 -0.09 -0.02 -0.010
H -2.8934 -1.1967 -1.2762 -0.14 0.01 -0.21 -0.018
C 0.7804 1.9046 -2.4586 -0.01 -0.10 0.20 -0.245
P -0.3187 2.0936 -1.0020 0.37 1.47 -1.07 0.802
C 0.5844 3.3058 0.0348 0.04 -0.11 -0.09 -0.245
C -1.5670 3.2201 -1.7478 0.07 -0.03 0.10 -0.268
H 1.0424 2.8803 -2.8725 0.00 -0.01 -0.03 0.036
H 0.2501 1.3185 -3.2108 0.02 0.01 -0.02 0.041
H 1.6790 1.3700 -2.1599 0.05 -0.01 -0.05 0.026
H 0.8827 4.1736 -0.5578 0.03 0.01 0.02 0.037
H 1.4615 2.8210 0.4588 0.03 0.03 0.04 0.027
H -0.0763 3.6315 0.8398 -0.01 -0.02 0.00 0.042
H -1.0923 4.1251 -2.1369 0.01 -0.02 -0.02 0.035
H -2.2914 3.4818 -0.9784 -0.03 0.00 -0.03 0.031
H -2.0958 2.7066 -2.5505 -0.02 -0.01 0.01 0.024
O 1.7089 0.3570 0.0609 0.17 -0.32 0.15 -0.032
C 1.1968 -0.7621 0.0252 0.01 0.56 -0.10 -0.551
N -0.1186 -0.9939 -0.2324 2.48 -2.58 -0.40 -0.223
S -0.4277 -2.6018 -0.3386 -0.19 -0.41 -0.30 0.637
O -1.4410 -3.0068 0.6009 0.17 -0.02 0.06 -0.346
O -0.6301 -3.0056 -1.7052 0.19 0.01 0.05 -0.292
C 1.1791 -3.1368 0.2230 -0.05 0.66 -0.01 -0.196
C 1.6531 -4.3837 0.5575 -0.07 -0.30 -0.07 -0.041
C 2.9470 -4.4753 1.0610 -0.07 0.12 -0.06 -0.080
C 3.7276 -3.3317 1.2086 0.07 -0.15 0.07 -0.080
C 3.2424 -2.0840 0.8499 -0.14 0.20 -0.17 -0.004
C 1.9494 -1.9929 0.3544 0.36 -0.79 0.21 -0.131
H 1.0329 -5.2628 0.4363 0.01 0.00 0.04 0.119
H 3.3470 -5.4390 1.3481 -0.01 -0.01 0.00 0.099
H 4.7213 -3.4228 1.6297 0.02 0.02 -0.05 0.099
H 3.8400 -1.1878 0.9545 -0.02 0.01 0.03 0.118
Cl -2.6396 -0.7071 1.9804 -0.53 -0.47 0.64 0.761
C -1.9130 0.6346 2.8835 -0.17 0.47 -0.04 -0.869
Cl -0.1496 0.5290 2.6156 0.30 0.07 0.34 0.729
C -2.3368 1.9961 2.2388 -0.22 0.19 0.37 -0.774
O -2.5529 2.9274 3.0026 0.00 -0.20 -0.01 0.028
O -2.3511 1.9530 0.9778 -0.33 0.78 0.56 -0.220
H -2.1378 0.5671 3.9405 0.03 -0.06 0.00 0.071
```
Positions in Å, forces in eV/Å.